Entry 1:
DFT (ωB97M-V/def2-TZVPD) results for C11H17CrIN2S2 as an isolated structure in a non-equilibrium geometry.

Positions of all 34 atoms, in Å:
C  0.19405  -1.07367  -2.99648
C  0.45227  0.52269  -3.19616
H  1.10959  -1.66088  -3.10088
H  -0.38498  -1.28852  -3.91044
H  -0.50936  -1.53036  -2.25808
H  1.02737  1.19934  -2.51422
H  1.16555  0.51224  -4.03378
H  -0.43946  1.03179  -3.57243
Cr  0.24646  -0.02022  -1.18041
C  -1.72806  0.68145  -1.31831
H  -1.76491  1.56939  -1.97123
H  -2.15537  0.95889  -0.34296
H  -2.37005  -0.10336  -1.75322
I  2.67070  -0.90830  -0.75335
C  1.96680  3.15058  -1.11993
C  1.35842  2.71248  0.15913
N  0.67903  1.60138  0.30623
C  0.31761  1.35736  1.63508
C  0.69376  2.37774  2.49010
S  1.55086  3.62724  1.63848
C  -0.28447  0.08194  1.90586
C  -0.73632  -0.48546  3.08442
S  -1.34443  -2.09503  2.81541
C  -0.93265  -1.93644  1.12212
N  -0.40422  -0.77894  0.81248
C  -1.17676  -3.00674  0.12601
H  1.18224  3.35048  -1.86505
H  2.52323  4.07358  -0.93232
H  2.65733  2.37952  -1.49596
H  0.48659  2.37464  3.55154
H  -0.71561  0.02254  4.03879
H  -1.48137  -3.90796  0.66636
H  -1.98179  -2.70813  -0.56475
H  -0.25787  -3.21108  -0.44422

Properties
* LUMO level (alpha / beta): 0.1 / 0.1 eV
* orbital gap (alpha / beta): 6.72 / 7.96 eV
* max |F|: 0.0682 Eh/bohr
* calculated total energy: -72854.9845 eV
* total charge: 0
* expectation value of S²: 6.03
* spin multiplicity: 5
* energy relative to the best compared isomer or geometry (same formula, charge and spin): 24.1 kcal per mole

---

Entry 2:
DFT (ωB97M-V/def2-TZVPD) results for C11H17KN2O11P2 as an isolated structure in a non-equilibrium geometry.

Positions of all 44 atoms, in Å:
C  0.35138  -2.23535  2.33154
C  -1.00810  -2.01102  2.45760
C  -1.62838  -0.64698  2.30270
N  -0.82237  0.44239  2.07167
C  -1.30500  1.72458  1.87177
C  -2.71780  2.03092  1.90827
C  -3.63148  0.87579  2.16208
C  -5.18221  1.07314  2.22147
O  -5.92146  0.60400  1.41730
O  -5.64032  1.82592  3.31498
C  -3.11275  -0.49505  2.35999
P  -4.16856  -2.01076  2.63048
N  -5.56919  -1.62959  3.61596
O  -4.74844  -2.38413  1.06886
H  0.82642  -3.06793  2.91950
H  1.01938  -1.67025  1.61958
H  -1.63886  -2.91842  2.63578
H  0.21421  0.35238  2.02686
H  -0.59421  2.55025  1.65569
H  -3.13046  3.05311  1.72720
H  -4.99875  1.61824  4.02604
H  -5.30118  -1.43657  4.58533
H  -6.12567  -2.49328  3.66196
H  -5.56358  -2.90995  1.15708
O  0.62479  -1.68683  -0.74849
P  1.45397  -0.38158  -0.97412
O  2.02335  0.09811  0.39000
O  0.53931  0.71270  -1.55712
O  2.60857  -0.67971  -1.95860
O  2.32719  -3.67549  -1.67980
H  1.63594  -2.96474  -1.41898
H  2.44734  -3.70748  -2.64649
H  2.09046  -4.54775  -1.31826
C  5.47247  2.61575  -4.56263
C  4.01597  2.23590  -4.50516
O  3.85553  1.78273  -3.17794
C  4.83514  2.35356  -2.43026
O  4.89920  2.32060  -1.25367
O  5.76187  2.98786  -3.23899
H  5.66016  3.44804  -5.24829
H  6.11529  1.76897  -4.84118
H  3.35525  3.09152  -4.67152
H  3.75983  1.44752  -5.21496
K  6.91572  2.53891  -6.69321

Properties
* LUMO level: -1.9 eV
* orbital gap: 1.64 eV
* max |F|: 0.0717 Eh/bohr
* calculated total energy: -72080.3611 eV
* total charge: 0

---

Entry 3:
DFT (ωB97M-V/def2-TZVPD) results for an isolated ion of composition C11H17N2O and charge +1 in a non-equilibrium geometry.

Positions of all 31 atoms, in Å:
C  -3.07713  -2.16467  0.00981
O  -1.86792  -1.42932  -0.27656
C  -1.71127  -0.12538  0.07180
C  -2.71872  0.88030  -0.00669
C  -2.43225  2.28660  0.06214
C  -1.07271  2.67357  0.18497
C  -0.10724  1.66289  0.28335
N  1.32386  1.98457  0.19110
C  -0.36823  0.28455  0.17045
C  0.66649  -0.76109  0.07435
C  0.52277  -1.45665  1.47200
C  1.97306  -0.28774  -0.37550
C  1.93317  0.25850  -1.78977
N  3.13317  -0.42872  0.20441
H  -3.67653  -1.95622  0.94842
H  -2.81603  -3.27740  -0.00439
H  -3.86516  -2.06752  -0.70705
H  -3.84564  0.55425  -0.15923
H  -3.27759  3.06980  0.00887
H  -0.71317  3.75152  0.18534
H  1.42923  2.87483  -0.17620
H  1.61244  2.11491  1.15402
H  0.29142  -1.34028  -0.73676
H  1.12210  -2.36477  1.54224
H  -0.58888  -1.79533  1.52643
H  0.81684  -0.68355  2.15903
H  1.01216  0.84404  -2.05131
H  1.72701  -0.55988  -2.39058
H  2.74556  0.81052  -2.00704
H  3.26815  -0.98053  1.04246
H  3.90111  -0.02442  -0.18281

Properties
* SMILES: COc1cccc(N)c1[C@H](C)C(C)=[NH2+]
* LUMO level: -3.4 eV
* orbital gap: 8.44 eV
* max |F|: 0.0755 Eh/bohr
* calculated total energy: -16702.3828 eV
* total charge: +1
* energy relative to the best compared isomer or geometry (same formula, charge and spin): 54.4 kcal per mole

---

Entry 4:
DFT (ωB97M-V/def2-TZVPD) results for an isolated ion of composition C11H17N2O and charge +1 in a non-equilibrium geometry.

Positions of all 31 atoms, in Å:
C  3.84837  -0.92616  1.71335
C  3.16884  -2.15917  1.81826
C  3.23247  0.17363  1.17884
C  1.94021  -2.20510  1.24278
C  1.92481  0.11827  0.62811
C  1.32528  -1.14374  0.54902
C  1.27950  1.40435  0.11585
C  -0.13369  1.66179  0.58504
C  -1.98005  0.04436  0.06952
C  -2.93921  -0.44806  -0.91838
C  -3.29550  0.49129  -2.10431
N  0.07185  -1.37056  -0.04487
N  -1.17961  1.15953  -0.34091
O  -3.36296  1.87185  -1.63120
H  4.77159  -0.64637  2.09781
H  3.44982  -3.10956  2.19762
H  3.86326  1.09861  1.29608
H  1.46370  -3.22044  1.29408
H  2.05253  2.05257  0.30379
H  1.19256  1.28228  -1.08989
H  -0.12231  1.28738  1.54985
H  -0.21763  2.67799  0.78568
H  -3.75678  -0.80646  -0.47153
H  -2.54517  -1.39946  -1.48314
H  -2.54302  0.65874  -2.81315
H  -4.08160  0.23873  -2.67903
H  -0.46368  -2.10348  0.40760
H  0.10777  -1.45823  -1.06963
H  -1.94921  1.82885  -0.55651
H  -0.89544  1.03667  -1.27697
H  -4.22672  1.90991  -1.35376

Properties
* LUMO level: -4.2 eV
* orbital gap: 7.69 eV
* max |F|: 0.1148 Eh/bohr
* calculated total energy: -16698.3622 eV
* total charge: +1
* energy relative to the best compared isomer or geometry (same formula, charge and spin): 147.2 kcal per mole

---

- Which of these has the highest calculated total energy?
  number 4

---

- Which value of max |F| does entry 2 give?
  0.0717 Eh/bohr

---

- total charge of number 3 (C11H17N2O)?
  +1